Model a:
This record from the Open Molecules 2025 dataset describes C8H14Si in the gas phase. The level of theory is wB97M-V/def2-TZVPD.

Calculated values
net charge: 0
SMILES string: C[SiH2]C1=C(C)C=C(C)C1

Each line ends with the natural charge from an NBO analysis.
Geometry (Å):
C  2.04930  1.29518  2.53014  -1.004
Si  0.21289  1.30177  1.82483  1.088
C  -0.08795  0.25584  0.28345  -0.429
C  0.31961  -0.97754  -0.12940  -0.007
C  1.49346  -1.66552  0.47938  -0.639
C  -0.52609  -1.50242  -1.24529  -0.256
C  -1.29089  -0.46464  -1.69121  0.063
C  -2.30316  -0.35776  -2.83066  -0.644
C  -1.09893  0.76129  -0.82160  -0.483
H  2.60973  1.51612  1.74851  0.216
H  2.09637  2.02216  3.31781  0.230
H  2.14829  0.26767  2.91156  0.220
H  -0.80385  0.82294  2.68453  -0.182
H  0.18903  2.77890  1.58900  -0.178
H  1.34872  -1.71348  1.64794  0.215
H  2.45252  -1.17832  0.35233  0.226
H  1.59328  -2.67929  0.07902  0.215
H  -0.42230  -2.46474  -1.74829  0.218
H  -1.91182  0.59121  -3.17132  0.220
H  -3.35913  -0.22869  -2.59232  0.224
H  -2.18279  -1.21009  -3.54815  0.218
H  -0.61225  1.57573  -1.37395  0.238
H  -1.91405  1.25367  -0.29629  0.233

---

Model b:
This record from the Open Molecules 2025 dataset describes C8H14Si in the gas phase. The level of theory is wB97M-V/def2-TZVPD.

Calculated values
net charge: 0
SMILES string: C=CCC/C=[Si](/C)C=C

Each line ends with the natural charge from an NBO analysis.
Geometry (Å):
C  1.72062  -0.45299  0.86282  -0.465
C  0.96942  -0.74830  1.94043  -0.134
C  -0.15305  -1.76345  1.93663  -0.449
C  -1.09142  -1.46363  0.69735  -0.407
C  -1.58192  -0.04147  0.36416  -0.952
Si  -0.56569  0.95709  -0.62273  1.529
C  -0.72251  2.85861  -0.60734  -1.135
C  0.35080  0.61463  -2.26487  -0.612
C  0.73476  -0.59296  -2.52486  -0.353
H  1.71002  -1.07652  -0.15550  0.192
H  2.56607  0.29648  0.99489  0.213
H  1.17919  -0.16468  2.76960  0.196
H  -0.66683  -1.72676  2.89623  0.209
H  0.27724  -2.78109  1.88098  0.223
H  -1.95476  -2.01317  0.91926  0.211
H  -0.56479  -1.75363  -0.15101  0.189
H  -2.37184  0.42459  0.98313  0.236
H  -1.65572  3.05485  -0.14847  0.240
H  0.13955  3.36092  -0.04817  0.243
H  -0.68845  3.46600  -1.44181  0.236
H  0.58315  1.53655  -2.82008  0.224
H  1.50672  -0.73578  -3.23860  0.191
H  0.78206  -1.25521  -1.72131  0.177

---

Energies relative to the most stable structure are model a 0.0; model b 250.2, reported in kJ/mol.